A molecular structure, C52H127N8O11Y, computed with ωB97M-V/def2-TZVPD.

```
199
Properties=species:S:1:pos:R:3:forces:R:3
Y 17.9901 -3.6639 -3.2386 -4.54 2.74 -0.02
C 16.0997 0.0855 -5.2983 0.10 -1.60 -0.71
C 15.6294 -0.8325 -4.1493 0.82 1.49 1.99
C 14.0820 -0.9118 -4.1673 0.80 -0.97 -0.56
O 16.3709 -2.0181 -3.9725 0.92 -1.65 -0.04
H 15.5452 1.0229 -5.3429 0.15 -0.06 0.02
H 15.9824 -0.4776 -6.2241 -0.59 0.10 -0.49
H 17.1802 0.2264 -5.3253 0.18 0.38 0.71
H 15.9035 -0.2366 -3.2787 -0.23 0.43 0.61
H 13.9531 -1.7150 -4.8927 -0.81 0.12 -0.44
H 13.6417 0.0426 -4.4562 0.07 -0.16 -0.40
H 13.5140 -1.2255 -3.2914 0.68 -0.09 0.41
C 12.0604 -2.5535 -7.1062 -0.85 -0.79 -0.61
O 13.3341 -2.2087 -7.5826 0.99 0.09 0.18
H 11.9943 -2.8193 -6.0512 0.16 0.55 0.20
H 11.3361 -1.7996 -7.4147 -0.08 0.08 0.42
H 11.7841 -3.4768 -7.6153 -0.21 -0.07 -0.18
H 13.9043 -1.9638 -6.8501 -0.06 0.20 0.02
C 17.8356 -1.0982 -0.8416 0.17 1.09 1.25
O 17.8475 -2.5760 -0.8375 0.14 1.39 -1.50
H 17.4938 -0.5589 -1.7250 -0.16 -1.29 -0.77
H 17.2163 -0.6151 -0.0858 -0.47 -0.88 0.38
H 18.7876 -0.6204 -0.6103 0.55 -0.78 -0.11
H 17.6930 -2.9631 0.0273 -0.15 0.47 0.21
C 16.0997 -5.6590 -6.8488 -1.92 -0.79 -0.86
C 15.5258 -4.8180 -5.7503 -1.00 2.31 -1.25
C 14.0023 -4.9783 -5.4441 0.23 0.33 -0.50
O 13.7187 -6.2230 -4.9151 2.11 -0.97 -0.09
C 12.4160 -6.4262 -4.5183 -1.09 -0.61 1.23
N 16.3115 -5.1023 -4.5544 0.66 -0.77 0.14
H 15.7258 -6.6431 -6.5662 1.21 -0.80 -0.06
H 17.1606 -5.4786 -7.0223 0.03 -0.49 0.29
H 15.5921 -5.5765 -7.8098 0.01 0.68 -0.09
H 15.6647 -3.7758 -6.0378 -0.20 0.32 0.32
H 13.4164 -4.8185 -6.3492 0.11 0.29 -0.22
H 13.6374 -4.3291 -4.6482 0.41 1.20 -0.34
H 12.4819 -7.0082 -3.5990 -0.24 -0.89 -0.42
H 11.8411 -6.8843 -5.3231 -0.20 -0.10 0.27
H 11.8850 -5.5714 -4.0994 0.13 0.84 -0.64
H 16.8119 -5.9115 -4.8934 0.67 -0.56 0.21
H 15.5774 -5.5873 -4.0584 0.08 -0.10 1.49
C 21.9449 4.2490 -1.0902 -1.04 -0.51 -0.75
C 20.6575 3.5116 -0.7200 0.27 0.08 0.64
C 20.4603 2.1136 -1.3099 0.55 1.06 -0.97
O 19.1251 1.7312 -1.3821 -1.33 -1.61 0.71
C 18.2219 2.3995 -2.2156 0.74 1.22 -0.25
N 20.7042 3.4214 0.7175 -0.52 0.14 1.04
H 21.9920 4.3945 -2.1694 0.46 -0.26 -0.14
H 22.7456 3.6389 -0.6722 0.40 0.46 -0.24
H 21.8872 5.2576 -0.6808 0.33 -0.16 0.27
H 19.7812 4.1179 -0.9493 -0.02 0.07 -0.83
H 20.9612 1.2790 -0.8194 0.17 0.47 0.57
H 20.9213 2.1768 -2.2956 -0.11 -0.22 -0.85
H 18.1008 3.4331 -1.8915 -0.20 0.16 0.00
H 17.2240 1.9616 -2.2416 0.27 -0.46 0.21
H 18.6528 2.4496 -3.2156 -0.16 -0.10 -0.46
H 19.7459 3.4754 1.0318 -0.23 -0.49 0.51
H 21.0642 4.3101 1.0346 0.34 0.06 0.44
C 21.8357 -1.3362 -2.4044 -0.97 0.69 -0.63
C 20.4758 -1.7153 -3.1587 2.48 -0.55 2.92
C 20.4411 -1.9726 -4.6149 -0.26 0.41 0.13
O 19.0779 -2.3518 -4.8949 0.81 -0.25 -1.12
C 18.8607 -2.4980 -6.3495 -1.25 -0.70 1.15
N 20.2052 -3.0520 -2.5454 -0.31 -0.68 -0.18
H 22.6247 -2.0880 -2.4255 0.10 0.05 -0.95
H 21.6440 -1.3234 -1.3315 -0.58 0.32 0.06
H 22.1678 -0.3284 -2.6538 0.36 -0.22 -0.15
H 19.7525 -0.9381 -2.9119 -0.35 -0.29 0.21
H 21.0312 -2.8435 -4.9000 0.72 0.52 -0.28
H 20.7030 -1.0022 -5.0366 0.06 -0.38 -0.98
H 19.6193 -3.1256 -6.8171 0.54 0.74 -0.02
H 18.6151 -1.5140 -6.7487 0.49 -0.22 -0.28
H 17.9736 -3.1275 -6.4204 -0.36 0.33 -0.04
H 20.4617 -3.1039 -1.5699 -0.70 0.68 0.67
H 20.9984 -3.5845 -2.8732 0.17 -0.56 -0.71
C 12.0816 -2.3773 -11.9295 -0.43 0.55 -0.51
C 13.5433 -2.3781 -11.5288 -0.95 0.82 -0.11
C 13.8792 -1.0674 -10.8394 0.37 0.43 -1.55
O 15.2836 -1.0483 -10.8432 1.65 1.84 0.67
C 15.8025 -0.0750 -9.9107 0.39 -1.44 -0.10
N 13.8169 -3.4585 -10.6588 0.07 -1.33 0.79
H 11.7602 -3.2863 -12.4380 0.08 -0.04 0.29
H 11.8241 -1.5411 -12.5795 0.39 0.01 -0.42
H 11.4343 -2.1388 -11.0855 0.00 -0.58 0.44
H 14.2186 -2.4687 -12.3796 -0.20 0.23 -0.28
H 13.5790 -0.8705 -9.8102 -0.83 -0.54 0.00
H 13.4964 -0.3119 -11.5256 -0.03 0.72 0.28
H 15.5672 -0.4857 -8.9288 -0.14 0.39 0.46
H 15.4970 0.9692 -9.9765 -0.67 -0.10 -0.45
H 16.8898 -0.0519 -9.9841 0.09 -0.26 -0.30
H 13.2816 -3.2174 -9.8369 0.05 -0.52 0.59
H 14.7897 -3.3752 -10.4002 0.22 -0.17 0.24
C 17.6978 -7.3637 -0.6507 0.37 -2.47 1.30
C 17.4319 -6.2188 -1.4896 -3.67 -2.12 -1.65
C 16.2172 -5.4522 -1.0290 0.16 -0.77 -0.37
O 15.9706 -4.4411 -1.9743 2.61 -0.19 0.02
C 14.7891 -3.7609 -1.7954 -1.70 1.25 0.76
N 18.5610 -5.4709 -1.6450 3.16 3.67 -0.75
H 17.4797 -7.1270 0.3907 0.33 -0.31 0.22
H 18.7416 -7.6348 -0.8091 0.14 -0.12 0.57
H 17.1810 -8.2814 -0.9318 -0.45 0.21 0.17
H 17.1900 -6.6062 -2.4793 -0.27 -0.01 -0.34
H 16.3810 -5.1431 0.0033 -0.13 0.72 0.17
H 15.3620 -6.1279 -1.0258 -0.02 -0.18 0.16
H 14.4105 -4.0255 -0.8081 -0.60 -0.10 -0.19
H 14.1116 -4.0050 -2.6136 -0.25 0.01 0.26
H 14.9254 -2.6800 -1.7597 0.26 -0.03 -0.31
H 18.9524 -5.2889 -0.7319 0.31 0.49 0.33
H 19.3032 -5.9651 -2.1193 0.10 -0.62 -0.03
C 20.2291 1.7296 -6.0346 1.52 0.06 0.61
C 19.9587 2.9910 -6.8588 -2.79 -0.10 1.09
C 18.5329 3.4929 -6.3408 0.53 -0.54 -0.29
C 18.1559 4.8408 -6.8032 2.05 1.97 1.43
C 19.2532 5.8657 -6.2816 -2.08 -0.63 -1.49
C 20.6809 5.6141 -6.7816 -0.95 0.62 1.68
N 20.9614 4.1146 -6.6424 -1.33 0.07 -1.33
O 22.1835 3.8184 -7.0572 0.52 -0.25 -0.25
C 20.8276 5.9767 -8.2351 0.10 -0.05 -1.05
C 21.6234 6.4203 -5.8188 0.71 -1.87 -0.47
C 19.6871 2.5250 -8.2723 1.58 0.22 -1.17
H 20.6342 1.9950 -5.0581 -0.47 0.01 0.42
H 20.9842 1.0418 -6.4154 0.13 0.21 -0.65
H 19.3145 1.1429 -5.9487 -0.12 0.36 0.17
H 17.6775 3.0054 -6.8085 0.58 -1.75 0.41
H 18.5649 3.3577 -5.2596 -0.52 0.28 0.06
H 17.2207 5.1520 -6.3377 -0.12 -0.09 -0.24
H 18.0591 4.8654 -7.8886 -0.06 0.18 0.03
H 19.1888 5.9340 -5.1956 0.11 -0.02 -0.04
H 18.7974 6.7465 -6.7339 1.01 0.78 0.38
H 20.1255 5.4331 -8.8673 -0.11 -0.01 0.07
H 20.5799 7.0331 -8.3381 0.11 0.02 0.09
H 21.8151 5.8018 -8.6622 0.08 0.07 0.31
H 21.4691 7.4991 -5.7994 -0.38 -0.27 -0.16
H 21.5186 5.9607 -4.8360 -0.28 0.47 0.28
H 22.6631 6.2141 -6.0730 0.11 0.34 -0.28
H 19.3113 3.3433 -8.8865 -0.40 -0.45 -0.09
H 19.0658 1.6326 -8.1971 -0.57 0.52 -0.02
H 20.5663 2.1180 -8.7719 0.38 0.33 0.00
H 22.7083 3.5534 -6.2983 0.60 -0.31 0.45
C 14.1221 5.8943 -0.7177 -0.08 -0.07 0.11
C 14.2196 5.9411 -2.2801 0.34 1.74 1.12
C 14.7819 4.5965 -2.6250 -0.36 -1.73 -2.50
C 14.7738 4.2568 -4.1771 -1.51 0.84 1.34
C 13.2805 4.3062 -4.6844 1.63 1.08 1.60
C 12.6841 5.7344 -4.3676 -1.76 -0.01 -1.16
N 12.8504 6.1585 -2.9021 1.58 -3.64 -1.36
O 12.3069 7.4100 -2.6505 0.44 0.30 0.15
C 13.2007 6.7754 -5.3614 0.42 0.88 -0.28
C 11.1092 5.6095 -4.6002 0.73 -0.47 1.25
C 15.1870 7.1079 -2.6408 -0.88 0.96 -0.14
H 15.1182 5.7477 -0.3002 0.35 0.58 -0.16
H 13.6394 5.0239 -0.2734 -0.65 -0.11 -0.66
H 13.6650 6.7600 -0.2383 0.17 0.24 -0.21
H 15.7922 4.3664 -2.2868 0.12 0.77 0.45
H 14.1538 3.8465 -2.1443 -0.16 -0.19 -0.02
H 15.2527 3.2892 -4.3269 0.00 -0.10 -0.20
H 15.3184 5.0475 -4.6931 0.29 -0.13 -0.16
H 12.6975 3.5760 -4.1230 -0.05 -0.21 -0.18
H 13.3046 4.0871 -5.7519 -0.59 0.23 0.00
H 12.7215 7.7361 -5.1730 0.32 0.17 0.51
H 14.2848 6.8892 -5.3686 0.05 0.18 0.38
H 12.9964 6.6873 -6.4285 -0.54 -1.05 0.00
H 10.5816 6.5573 -4.4937 0.20 -0.01 -0.01
H 10.7286 5.0811 -5.4744 0.73 0.30 -0.53
H 10.7983 4.9427 -3.7960 -0.30 0.19 0.34
H 14.7697 8.0588 -2.3094 -0.53 -0.06 0.31
H 15.2019 7.3067 -3.7124 0.56 -0.48 -0.03
H 16.1679 7.1739 -2.1700 0.18 -0.87 -0.17
H 12.0417 7.2354 -1.7445 -0.65 0.66 0.20
C 9.8184 -0.5205 1.9392 0.60 -0.03 1.31
C 10.2145 0.2534 0.6734 -0.31 0.19 -0.99
C 9.4630 1.6040 0.6914 -0.50 1.09 0.53
C 9.8802 2.6516 -0.3724 -0.07 -1.46 1.04
C 11.3366 2.9066 -0.0768 0.31 -1.08 -0.99
C 12.2438 1.6345 -0.2023 1.02 0.76 1.59
N 11.6996 0.5838 0.7191 -2.83 3.34 -0.81
O 12.4975 -0.4980 0.7419 1.18 -2.13 0.27
C 12.4585 1.2032 -1.6399 -1.18 -0.72 -1.41
C 13.6131 2.1108 0.4180 -0.05 -0.81 -0.27
C 9.6876 -0.5409 -0.5605 0.08 -0.24 -1.00
H 9.7839 0.1382 2.8070 -0.27 0.47 -0.12
H 10.5270 -1.2509 2.3297 0.44 -0.30 -0.72
H 8.8811 -1.0767 1.9365 -0.12 0.36 -0.56
H 8.3836 1.5211 0.8186 -0.25 -0.81 -0.89
H 9.5991 2.1129 1.6456 0.85 -0.10 0.34
H 9.3179 3.5761 -0.2407 -0.15 -0.13 -0.16
H 9.7453 2.2522 -1.3776 -0.15 0.21 -0.13
H 11.4309 3.2135 0.9648 0.15 0.59 -0.22
H 11.6753 3.6046 -0.8425 0.55 0.47 0.46
H 12.4541 0.1349 -1.8560 0.00 -0.34 0.80
H 11.5811 1.5235 -2.2016 -0.06 0.20 -0.29
H 13.3131 1.5208 -2.2374 0.34 0.71 0.64
H 13.5051 2.3513 1.4756 -0.13 0.16 -0.07
H 14.3920 1.3513 0.3508 -0.14 -0.47 0.03
H 14.0661 2.9428 -0.1210 -0.49 0.25 -0.02
H 8.7151 -0.9879 -0.3545 0.15 -0.16 0.34
H 10.3192 -1.3011 -1.0202 0.44 -0.51 0.93
H 9.4822 -0.0140 -1.4924 0.04 1.13 0.28
H 12.5884 -0.5580 1.6957 0.64 -0.73 0.08
```
Forces are in eV/Å.

2S+1: 2
Total charge: +3
HOMO (alpha / beta): -12.6 / -12.6 eV
⟨S²⟩: 0.754